Entry 1:
{
  "formula": "C6H14FN2",
  "method": "ωB97M-V with the def2-TZVPD basis set",
  "elements": ["C", "C", "N", "C", "N", "C", "C", "C", "F", "H", "H", "H", "H", "H", "H", "H", "H", "H", "H", "H", "H", "H", "H"],
  "positions_angstrom": [[2.178, 0.115, 0.965], [0.941, 0.032, 0.133], [1.255, -0.226, -1.261], [0.178, -1.272, 0.683], [-0.154, -2.174, -0.164], [-0.022, 1.229, 0.314], [-1.258, 1.092, -0.717], [-2.515, 0.489, -0.044], [-2.508, -0.876, -0.141], [2.843, 0.942, 0.650], [2.673, -0.798, 0.934], [2.071, 0.520, 1.956], [2.112, -0.695, -1.330], [1.533, 0.702, -1.689], [-0.023, -1.443, 1.683], [-0.739, -2.985, 0.119], [-0.067, -2.012, -1.187], [0.573, 2.084, -0.028], [-0.506, 1.481, 1.370], [-1.551, 2.010, -1.180], [-1.013, 0.280, -1.458], [-2.583, 0.772, 1.029], [-3.418, 0.731, -0.639]],
  "lowdin_charge": [-0.035, -0.551, 0.073, 0.062, 0.227, -0.095, -0.133, -0.214, -0.071, 0.118, 0.074, 0.097, 0.075, 0.147, 0.139, 0.176, 0.157, 0.116, 0.167, 0.104, 0.110, 0.124, 0.132],
  "lumo_energy_ev": -4.3932,
  "multiplicity": 1,
  "homo_energy_ev": -14.481,
  "charge": 1,
  "gap_ev": 10.09,
  "smiles": "C[C@@](N)(C=[NH2+])CCCF",
  "e_above_lowest_ev": 0.952
}

Entry 2:
{
  "formula": "C6H14HgN3O5",
  "method": "ωB97M-V with the def2-TZVPD basis set",
  "elements": ["Hg", "N", "C", "C", "O", "O", "H", "H", "H", "H", "N", "N", "C", "O", "O", "H", "H", "H", "C", "C", "C", "O", "H", "H", "H", "H", "H", "H", "H"],
  "positions_angstrom": [[9.034, 3.934, 9.891], [8.988, 3.866, 12.160], [10.327, 4.468, 12.482], [11.527, 4.001, 11.718], [12.641, 4.182, 12.236], [11.286, 3.501, 10.556], [8.236, 4.532, 12.451], [8.860, 2.896, 12.369], [10.454, 4.569, 13.552], [10.157, 5.477, 12.070], [3.804, 4.878, 11.019], [4.611, 4.243, 11.966], [5.885, 4.763, 11.974], [6.386, 5.045, 13.120], [6.490, 5.023, 10.880], [4.403, 5.608, 10.539], [3.583, 4.109, 10.374], [4.195, 4.233, 12.919], [9.010, 4.715, 5.754], [9.717, 4.704, 7.113], [11.218, 4.476, 7.046], [9.221, 3.680, 7.941], [9.153, 5.677, 5.352], [7.907, 4.587, 5.897], [9.409, 3.955, 5.135], [9.598, 5.734, 7.572], [11.458, 3.509, 6.561], [11.696, 4.472, 8.013], [11.773, 5.235, 6.467]],
  "lowdin_charge": [1.127, -0.103, -0.237, -0.763, -0.072, -0.201, 0.045, 0.048, 0.095, 0.093, -0.050, -0.098, -0.815, -0.137, -0.180, 0.087, 0.055, 0.114, -0.104, -0.665, -0.124, -0.529, 0.031, 0.082, 0.043, 0.086, 0.072, 0.045, 0.054],
  "lumo_energy_ev": [5.9745, 5.7887],
  "multiplicity": 2,
  "homo_energy_ev": [2.628, -1.817],
  "charge": -2,
  "gap_ev": [3.35, 7.61],
  "s2": 0.753,
  "e_above_lowest_ev": 1.250
}

Entry 3:
{
  "formula": "C6H14INS",
  "method": "ωB97M-V with the def2-TZVPD basis set",
  "elements": ["C", "C", "C", "N", "S", "I", "C", "C", "C", "H", "H", "H", "H", "H", "H", "H", "H", "H", "H", "H", "H", "H", "H"],
  "positions_angstrom": [[1.012, 2.184, -0.779], [-0.179, 1.271, -0.632], [-1.333, 1.820, 0.238], [0.347, -0.019, -0.131], [1.216, 0.211, 1.540], [3.482, -0.021, 0.876], [-0.414, -1.291, -0.071], [-0.903, -1.775, 1.260], [0.453, -2.396, -0.756], [1.992, 1.750, -0.507], [1.106, 2.370, -1.845], [0.913, 3.165, -0.242], [-0.512, 1.131, -1.595], [-0.740, 2.495, 0.902], [-1.801, 0.932, 0.694], [-2.039, 2.495, -0.172], [-1.331, -0.916, -0.684], [-0.044, -2.259, 1.715], [-1.230, -1.047, 1.936], [-1.767, -2.312, 1.033], [0.766, -2.057, -1.736], [-0.223, -3.222, -0.946], [1.232, -2.507, -0.100]],
  "lowdin_charge": [-0.119, -0.492, -0.046, -0.363, 0.296, 0.426, -0.494, -0.129, -0.039, -0.040, 0.073, 0.095, 0.102, 0.075, 0.071, 0.058, 0.162, 0.069, 0.041, 0.068, 0.077, 0.081, 0.027],
  "lumo_energy_ev": -0.2801,
  "multiplicity": 1,
  "homo_energy_ev": -8.588,
  "charge": 0,
  "gap_ev": 8.31,
  "smiles": "CC(C)N(SI)C(C)C",
  "e_above_lowest_ev": 0.000
}

Entry 4:
{
  "formula": "C6H14N2",
  "method": "ωB97M-V with the def2-TZVPD basis set",
  "elements": ["C", "C", "C", "C", "C", "N", "N", "C", "H", "H", "H", "H", "H", "H", "H", "H", "H", "H", "H", "H", "H", "H"],
  "positions_angstrom": [[-0.887, -0.371, -0.457], [0.423, 1.045, 1.152], [-0.458, 0.239, -1.763], [1.751, 1.379, 0.535], [-0.027, -1.008, 0.377], [-0.477, 2.114, 1.172], [-1.835, -2.126, -1.097], [0.732, -1.939, 0.879], [-1.807, 0.013, -0.025], [0.486, 0.584, 2.135], [-0.578, 2.612, 0.297], [-1.374, 1.923, 1.597], [-2.109, -2.675, -0.281], [-1.141, -2.699, -1.582], [0.523, -0.119, -2.072], [-0.437, 1.329, -1.694], [-1.188, -0.046, -2.520], [2.251, 2.176, 1.098], [2.408, 0.512, 0.528], [1.635, 1.731, -0.493], [0.601, -2.981, 0.619], [1.510, -1.694, 1.595]],
  "lowdin_charge": [-0.255, -0.300, -0.072, -0.095, -0.179, 0.052, -0.062, 0.022, 0.116, 0.106, 0.082, 0.090, -0.038, -0.036, 0.088, 0.065, 0.077, 0.080, 0.072, 0.068, 0.060, 0.059],
  "lumo_energy_ev": [0.8627, 0.8628],
  "multiplicity": 1,
  "homo_energy_ev": [-6.518, -6.513],
  "charge": 0,
  "gap_ev": [7.38, 7.38],
  "e_above_lowest_ev": 5.602
}

Please write out number 1 again, unchanged.
{
  "formula": "C6H14FN2",
  "method": "ωB97M-V with the def2-TZVPD basis set",
  "elements": ["C", "C", "N", "C", "N", "C", "C", "C", "F", "H", "H", "H", "H", "H", "H", "H", "H", "H", "H", "H", "H", "H", "H"],
  "positions_angstrom": [[2.178, 0.115, 0.965], [0.941, 0.032, 0.133], [1.255, -0.226, -1.261], [0.178, -1.272, 0.683], [-0.154, -2.174, -0.164], [-0.022, 1.229, 0.314], [-1.258, 1.092, -0.717], [-2.515, 0.489, -0.044], [-2.508, -0.876, -0.141], [2.843, 0.942, 0.650], [2.673, -0.798, 0.934], [2.071, 0.520, 1.956], [2.112, -0.695, -1.330], [1.533, 0.702, -1.689], [-0.023, -1.443, 1.683], [-0.739, -2.985, 0.119], [-0.067, -2.012, -1.187], [0.573, 2.084, -0.028], [-0.506, 1.481, 1.370], [-1.551, 2.010, -1.180], [-1.013, 0.280, -1.458], [-2.583, 0.772, 1.029], [-3.418, 0.731, -0.639]],
  "lowdin_charge": [-0.035, -0.551, 0.073, 0.062, 0.227, -0.095, -0.133, -0.214, -0.071, 0.118, 0.074, 0.097, 0.075, 0.147, 0.139, 0.176, 0.157, 0.116, 0.167, 0.104, 0.110, 0.124, 0.132],
  "lumo_energy_ev": -4.3932,
  "multiplicity": 1,
  "homo_energy_ev": -14.481,
  "charge": 1,
  "gap_ev": 10.09,
  "smiles": "C[C@@](N)(C=[NH2+])CCCF",
  "e_above_lowest_ev": 0.952
}